Entry from the Open Molecules 2025 dataset: a structure of composition C11H25N2O6S2 (ωB97M-V/def2-TZVPD).

The highest occupied orbital energy is -6.2 eV. As for the HOMO-LUMO gap: 9.1 eV. The charge is -1. The energy above the lowest of the compared OMol25 structures with the same formula, charge and spin is 0.0 kcal per mole.

Each line ends with the Mulliken charge.
CARTESIAN COORDINATES (ANGSTROEM)
C  -3.629  2.509  0.312  -0.695
C  -3.818  2.098  1.782  -0.767
C  -2.713  1.218  2.359  0.601
N  -2.682  -0.108  1.730  -0.429
S  -1.209  -0.932  1.832  1.186
O  -0.944  -1.108  3.247  -0.767
O  -1.426  -2.126  1.053  -0.667
N  -0.063  0.000  1.275  -0.467
S  0.051  0.432  -0.249  1.239
O  1.167  -0.241  -0.888  -0.674
O  -1.204  0.413  -0.972  -0.661
C  0.570  2.166  -0.149  -1.734
C  0.494  2.876  1.212  1.512
C  -0.321  4.185  1.147  -1.389
C  1.900  3.121  1.796  -1.547
H  -4.414  2.094  -0.321  0.299
H  -3.680  3.597  0.207  0.261
H  -2.674  2.163  -0.079  0.022
H  -3.866  2.996  2.408  0.365
H  -4.779  1.589  1.908  0.350
H  -2.878  1.125  3.440  0.383
H  -1.733  1.682  2.235  -0.570
H  -3.291  -0.737  2.247  0.324
H  -0.029  2.684  -0.899  0.367
H  1.601  2.156  -0.502  0.515
H  -0.007  2.222  1.925  -0.125
H  0.330  5.063  1.109  0.407
H  -0.965  4.218  0.266  0.333
H  -0.966  4.292  2.023  0.219
H  2.261  4.129  1.576  0.316
H  2.614  2.381  1.431  0.408
H  1.884  3.016  2.885  0.363
O  3.411  -6.536  -3.880  -0.597
C  3.148  -5.532  -3.269  0.717
O  2.028  -5.492  -2.537  -0.375
C  1.697  -4.374  -1.684  -0.527
C  1.057  -3.231  -2.432  -0.461
C  4.033  -4.307  -3.360  -0.869
H  2.581  -4.057  -1.129  0.368
H  1.000  -4.788  -0.959  0.324
H  1.728  -2.808  -3.182  0.238
H  0.794  -2.437  -1.732  0.041
H  0.154  -3.571  -2.939  0.310
H  3.790  -3.787  -4.287  0.233
H  5.065  -4.646  -3.417  0.293
H  3.931  -3.608  -2.537  0.325